Entry 1:
{"formula": "C27H30BrN6O", "method": "the ωB97M-V functional and the def2-TZVPD basis", "symbols": ["C", "C", "C", "Br", "C", "C", "C", "C", "O", "N", "N", "H", "H", "H", "H", "H", "H", "H", "H", "H", "H", "N", "C", "C", "C", "C", "C", "H", "H", "H", "H", "H", "N", "C", "C", "C", "C", "C", "H", "H", "H", "H", "H", "N", "C", "C", "C", "C", "C", "H", "H", "H", "H", "H", "N", "C", "C", "C", "C", "C", "H", "H", "H", "H", "H"], "positions_angstrom": [[-2.1982, -1.2738, 2.0988], [-1.9832, -0.4977, 0.7964], [-0.6907, -0.7897, 0.0234], [-0.0737, -2.6273, 0.1881], [0.4251, 0.1750, 0.3753], [1.2900, -0.1308, 1.4525], [2.2764, 0.8011, 1.7156], [2.2430, 1.9135, 0.8824], [3.1360, 2.9139, 1.0680], [1.3776, 2.1059, -0.0910], [0.4364, 1.2332, -0.3859], [-2.7403, -2.1959, 1.9138], [-2.8187, -0.6902, 2.7720], [-1.2726, -1.5456, 2.5979], [-2.0778, 0.5704, 0.9828], [-2.7998, -0.7551, 0.1266], [-0.8923, -0.6835, -1.0347], [1.2143, -1.0517, 1.9986], [3.0276, 0.6739, 2.4730], [3.8553, 2.8740, 0.4241], [1.4206, 2.9538, -0.6523], [0.9501, -7.3694, -1.4319], [0.6271, -8.1022, -2.4943], [-0.0962, -7.6140, -3.5732], [-0.5098, -6.2928, -3.5455], [-0.1832, -5.5169, -2.4445], [0.5464, -6.1027, -1.4218], [0.9664, -9.1316, -2.4769], [-0.3280, -8.2560, -4.4113], [-1.0772, -5.8752, -4.3670], [-0.4859, -4.4807, -2.3790], [0.8271, -5.5314, -0.5418], [0.2558, 5.0168, -2.7600], [-0.6128, 4.1155, -2.3163], [-1.9343, 4.0317, -2.7130], [-2.3893, 4.9588, -3.6369], [-1.5037, 5.9123, -4.1133], [-0.1959, 5.8990, -3.6483], [-0.2348, 3.4015, -1.5935], [-2.5868, 3.2691, -2.3105], [-3.4153, 4.9374, -3.9785], [-1.8170, 6.6543, -4.8339], [0.5255, 6.6265, -4.0007], [-3.7619, 4.1352, 0.3208], [-4.6092, 4.8057, 1.0973], [-4.2718, 5.3059, 2.3475], [-2.9869, 5.0961, 2.8185], [-2.0928, 4.3979, 2.0211], [-2.5322, 3.9456, 0.7875], [-5.6057, 4.9475, 0.6956], [-5.0011, 5.8462, 2.9343], [-2.6865, 5.4707, 3.7881], [-1.0780, 4.2128, 2.3484], [-1.8660, 3.3957, 0.1293], [3.5075, -1.8275, 2.3115], [4.0217, -2.3978, 1.2196], [4.6135, -3.6488, 1.2084], [4.6814, -4.3547, 2.3985], [4.1562, -3.7804, 3.5445], [3.5834, -2.5236, 3.4490], [3.9506, -1.8169, 0.3048], [5.0088, -4.0587, 0.2899], [5.1356, -5.3358, 2.4319], [4.1888, -4.2944, 4.4944], [3.1614, -2.0441, 4.3258]], "charge": 1, "e_homo_ha": -0.418, "energy_ev": -109508.322, "lumo_ev": -4.6}

---

Entry 2:
{"formula": "C27H30ClNOP2Tc", "method": "the ωB97M-V functional and the def2-TZVPD basis", "symbols": ["C", "C", "C", "C", "C", "C", "C", "C", "C", "C", "C", "C", "C", "H", "H", "H", "H", "H", "H", "H", "N", "Tc", "C", "H", "H", "C", "H", "H", "P", "P", "C", "H", "H", "H", "C", "H", "H", "H", "C", "H", "H", "H", "C", "H", "H", "H", "C", "O", "H", "Cl", "C", "C", "C", "C", "C", "C", "C", "H", "H", "H", "H", "H", "H"], "positions_angstrom": [[-2.4410, 2.6229, -3.2627], [-2.1210, 1.3879, -2.6959], [-0.7336, 0.9651, -2.7436], [0.2655, 2.0333, -2.7044], [-0.1113, 3.3016, -3.1946], [-1.4212, 3.5536, -3.5699], [1.5744, 1.6917, -2.3117], [1.9332, 0.3284, -2.3885], [0.8629, -0.6578, -2.4744], [1.2125, -2.0285, -2.1636], [2.5292, -2.4313, -2.4096], [3.5521, -1.4775, -2.6147], [3.2710, -0.1251, -2.4925], [-3.4803, 2.9605, -3.3162], [0.6721, 4.0597, -3.2993], [-1.6869, 4.5147, -4.0265], [2.2146, 2.3970, -1.8346], [2.8111, -3.4797, -2.3027], [4.5704, -1.8096, -2.8412], [4.0518, 0.6384, -2.5601], [-0.3917, -0.3364, -2.9068], [-0.1919, -0.0308, 0.7911], [-3.0635, 0.5764, -1.8271], [-3.0726, -0.4813, -2.1224], [-4.0751, 1.0057, -1.8356], [0.1865, -2.8792, -1.4699], [-0.7720, -2.8722, -2.0092], [0.6042, -3.8817, -1.2654], [-2.4927, 0.5279, -0.0022], [-0.3699, -2.2054, 0.2615], [0.8216, -3.0558, 1.3730], [0.5924, -2.8081, 2.4256], [0.6797, -4.1401, 1.2072], [1.8525, -2.7579, 1.1190], [-1.8863, -3.1640, 0.4807], [-1.5810, -4.2191, 0.5923], [-2.4084, -2.8298, 1.3899], [-2.5196, -3.0337, -0.4109], [-2.9041, 2.1994, 0.5913], [-3.9616, 2.3947, 0.3246], [-2.7839, 2.2519, 1.6848], [-2.2439, 2.9302, 0.1032], [-3.8528, -0.4831, 0.7234], [-3.6953, -0.6166, 1.8091], [-4.7816, 0.0928, 0.5422], [-3.9097, -1.4619, 0.2241], [-0.9316, -0.2473, 2.5051], [-1.4452, -0.5580, 3.5168], [0.4433, 0.9612, -0.1418], [0.4650, 2.6732, 2.0476], [1.4126, 1.6425, 3.0590], [1.5249, 1.9970, 4.4049], [2.2853, 1.2069, 5.2602], [2.9699, 0.0918, 4.7618], [2.8607, -0.2557, 3.4146], [2.0958, 0.5345, 2.5372], [1.8850, 0.1214, 1.1148], [1.0082, 2.8716, 4.7750], [2.4159, 1.4783, 6.3219], [3.5837, -0.5336, 5.4174], [3.3576, -1.1559, 3.0241], [2.4003, 0.8473, 0.4641], [2.3639, -0.8424, 0.9305]], "charge": 2, "spin_multiplicity": 4, "e_homo_ha": [-0.494, -0.494], "s2": 3.81, "energy_ev": -65303.543, "lumo_ev": [-7.6, -9.4]}

---

Q: What is the formula in the first record?
A: C27H30BrN6O